# C77H159N5O21S8

A 13-piece molecular cluster, C77H159N5O21S8 overall in a non-equilibrium geometry (wB97M-V/def2-TZVPD, OMol25).

Summary:
Kohn-Sham gap in eV: 8.00
Highest occupied orbital energy in eV: -7.85
E_LUMO in eV: 0.1
DFT total energy in Eh: -8067.82659

```
270
Properties=species:S:1:pos:R:3:lowdin_charge:R:1
C 1.15463 -11.22685 12.68365 -0.1610
C 2.38273 -10.83140 13.56282 -0.2181
C 2.96750 -12.09110 14.20468 -0.2646
S 2.94045 -13.30074 12.96750 0.7309
O 2.22744 -14.48242 13.47123 -0.3659
O 4.29381 -13.38413 12.28289 -0.3725
C 1.79344 -12.34044 11.74447 -0.1500
H 0.66313 -10.29301 12.41082 0.0974
H 0.41570 -11.68512 13.34097 0.0971
H 2.15862 -10.11822 14.35609 0.0990
H 3.13374 -10.29818 12.97992 0.1186
H 2.15965 -12.42774 14.85443 0.0913
H 3.81140 -12.24241 14.87776 0.1169
H 1.14670 -13.03739 11.21146 0.0763
H 2.50104 -12.13611 10.94095 0.0627
C -4.28188 -21.50453 14.99569 -0.2116
C -4.38103 -22.28473 13.69497 -0.2387
C -3.83982 -21.44107 12.50731 -0.1858
S -4.78106 -19.82796 12.85565 0.6965
O -6.18141 -19.94765 12.61237 -0.3182
O -4.03024 -18.65437 12.41076 -0.3618
C -4.46759 -20.01753 14.71970 -0.1905
H -3.28969 -21.72024 15.39211 0.1060
H -5.04280 -21.93573 15.64620 0.1149
H -5.31622 -22.68554 13.30395 0.1136
H -3.67154 -23.10998 13.63439 0.1073
H -4.04140 -21.71900 11.47280 0.0989
H -2.78136 -21.18685 12.56331 0.0874
H -5.23960 -19.47947 15.26978 0.0892
H -3.62975 -19.43914 15.10905 0.0824
C 2.41227 -7.19043 17.99075 -0.2464
C 3.48822 -7.42647 19.00461 -0.2294
C 3.76784 -8.90029 19.12347 -0.2080
S 2.60583 -9.84822 18.01625 0.7258
O 2.07547 -10.97795 18.78968 -0.3476
O 3.38002 -10.10981 16.81733 -0.3412
C 1.45153 -8.36399 17.96772 -0.1703
H 2.97735 -7.08020 17.06520 0.1121
H 2.00774 -6.20207 18.20890 0.1225
H 3.21922 -7.18349 20.03257 0.1193
H 4.41708 -6.95046 18.69039 0.1208
H 3.42927 -9.36446 20.04976 0.0565
H 4.75969 -9.30342 18.91895 0.1091
H 1.19504 -8.30404 19.02541 0.0748
H 0.58252 -8.53962 17.33362 0.1060
C 1.85615 -18.78945 12.11647 -0.1957
C 0.88875 -19.89932 11.85681 -0.2395
C 0.86839 -20.77191 13.16621 -0.1717
S 0.82195 -19.43459 14.45378 0.6948
O 1.81157 -19.85015 15.41821 -0.3428
O -0.58065 -19.20806 14.86108 -0.3587
C 1.40742 -17.99137 13.44479 -0.1390
H 1.88095 -18.04173 11.32376 0.1035
H 2.80102 -19.27896 12.35253 0.1116
H 1.15544 -20.37430 10.91269 0.1165
H -0.07497 -19.45870 11.60140 0.1114
H 1.83848 -21.26292 13.08905 0.0997
H 0.05023 -21.40081 13.51721 0.0866
H 2.15518 -17.62884 14.15014 0.0661
H 0.54242 -17.35584 13.25513 0.0962
C -0.85980 -21.60337 18.51392 -0.1309
C -0.73137 -22.62627 19.73303 -0.2451
C -0.09550 -21.94796 20.92778 -0.2164
S 1.43887 -21.32263 20.11280 0.6923
O 2.40418 -22.42798 20.06700 -0.3298
O 1.73405 -20.06712 20.76458 -0.3516
C 0.61868 -20.95988 18.50936 -0.1916
H -1.59329 -20.80626 18.63517 0.1008
H -1.23545 -21.98715 17.56539 0.0936
H -0.14688 -23.52136 19.52020 0.1081
H -1.67752 -23.08161 20.02551 0.1044
H 0.32281 -22.43803 21.80696 0.1081
H -0.73348 -21.08104 21.09963 0.1043
H 1.36949 -21.11614 17.73478 0.0813
H 0.53064 -19.87642 18.42889 0.0822
C 3.89081 -18.60096 23.13188 -0.2258
C 4.85628 -18.99741 21.99834 -0.2189
C 4.73299 -17.94625 20.95989 -0.2679
S 4.82963 -16.37069 21.85293 0.7640
O 4.07564 -15.29595 21.14304 -0.3747
O 6.24218 -16.24684 22.34475 -0.3528
C 3.70333 -17.07445 23.13438 -0.2046
H 4.08425 -19.10101 24.08090 0.1048
H 2.90500 -19.06065 23.20223 0.0969
H 4.60597 -19.97321 21.58211 0.1176
H 5.88019 -18.94167 22.36795 0.1156
H 3.79853 -18.03415 20.40566 0.0988
H 5.45736 -18.05055 20.15211 0.1014
H 2.71182 -17.02123 22.68474 0.0959
H 3.71489 -16.58307 24.10727 0.1039
C 0.54876 -11.69758 24.16347 -0.2947
C -0.02798 -12.30355 22.97369 -0.2314
C 0.66450 -11.68250 21.73431 -0.2017
S 1.44407 -10.04190 22.19666 0.7718
O 0.96917 -8.85513 21.40501 -0.3787
O 2.88167 -10.28418 22.29492 -0.3476
C 0.59562 -10.23533 23.95692 -0.1840
H 1.56682 -12.05423 24.31979 0.1301
H -0.11552 -11.88019 25.00815 0.1290
H -1.10635 -12.19214 22.86053 0.1242
H 0.27692 -13.34955 23.00569 0.1199
H -0.02956 -11.43013 20.93264 0.0855
H 1.47031 -12.26053 21.28192 0.0966
H -0.45018 -9.93348 23.89974 0.1044
H 1.16825 -9.62657 24.65663 0.1006
C -9.22736 -13.58835 11.95587 -0.2568
C -8.34851 -14.67995 11.48222 -0.2565
C -8.42129 -14.67755 9.94249 -0.2251
S -8.10772 -12.96666 9.61238 0.7947
O -8.89147 -12.59511 8.39680 -0.3673
O -6.59160 -12.70592 9.65045 -0.3706
C -8.97494 -12.33949 11.16103 -0.1686
H -8.88788 -13.53343 12.99020 0.1237
H -10.22532 -14.01243 11.84478 0.1251
H -8.76608 -15.63187 11.81025 0.1165
H -7.39621 -14.76238 12.00607 0.1251
H -9.43216 -14.88965 9.59428 0.1109
H -7.79409 -15.27066 9.27696 0.1143
H -9.94226 -11.93105 10.86848 0.1060
H -8.32343 -11.68223 11.73691 0.0952
C 6.39454 -16.50208 13.15560 0.0122
C 6.69089 -17.49035 14.44577 -0.4401
C 7.77154 -16.91958 15.38553 -0.1628
C 7.39157 -15.96201 16.50938 -0.1502
C 6.09006 -16.48395 17.26154 -0.1296
C 4.96895 -16.79472 16.27384 -0.4766
N 5.54494 -17.79534 15.30735 -0.0796
O 4.45987 -18.18683 14.55378 -0.0463
C 3.69983 -17.16306 17.06746 -0.0134
C 4.61543 -15.41532 15.67838 -0.0437
C 7.35583 -18.81154 13.97132 -0.0520
H 6.08396 -15.54554 13.57592 0.0452
H 5.48844 -16.84868 12.65865 0.0631
H 7.26562 -16.33700 12.52151 0.0777
H 8.37250 -17.70355 15.84635 0.1117
H 8.45247 -16.34002 14.76220 0.1148
H 7.34915 -14.96871 16.06256 0.0972
H 8.16626 -16.01246 17.27450 0.1056
H 5.93407 -15.97993 18.21534 0.1173
H 6.24874 -17.48753 17.65619 0.1029
H 2.93711 -17.56614 16.40122 0.0593
H 4.11819 -17.94730 17.69836 0.0735
H 3.35715 -16.41154 17.77873 0.0898
H 4.09252 -15.57300 14.73510 0.0603
H 3.99741 -14.82904 16.35840 0.0867
H 5.48210 -14.78936 15.46586 0.0640
H 6.86363 -19.21762 13.08761 0.0693
H 7.36490 -19.58990 14.73434 0.0842
H 8.35002 -18.63435 13.56110 0.0803
H 4.26059 -19.08152 14.83912 0.0985
C -8.46575 -12.18562 18.23675 -0.0534
C -8.63952 -13.61496 18.73624 -0.5010
C -10.02798 -13.91739 18.19768 -0.1461
C -10.39934 -15.43302 18.38101 -0.1865
C -9.49392 -16.30809 17.63532 -0.1732
C -7.95622 -16.07502 17.93692 -0.4582
N -7.71172 -14.59126 18.04744 -0.1207
O -6.38128 -14.44219 18.22055 -0.0123
C -7.40525 -16.91448 19.17619 -0.0150
C -7.23265 -16.62484 16.73117 -0.0668
C -8.70469 -13.61826 20.23905 -0.0248
H -7.89270 -11.43508 18.78120 0.0838
H -9.44246 -11.70826 18.15767 0.0744
H -8.22130 -12.05159 17.18301 0.0849
H -10.88826 -13.38838 18.60775 0.1210
H -10.02451 -13.75972 17.11914 0.1211
H -11.35853 -15.59942 17.89075 0.1105
H -10.45366 -15.74942 19.42267 0.1095
H -9.76082 -16.48907 16.59411 0.1135
H -9.59500 -17.36003 17.90229 0.1116
H -7.96249 -16.66273 20.07852 0.0617
H -7.41930 -17.97189 18.91205 0.0820
H -6.46975 -16.43448 19.46349 0.0728
H -7.67990 -17.55344 16.37654 0.0826
H -7.39845 -15.94005 15.89949 0.0881
H -6.19615 -16.78225 17.02946 0.0768
H -7.78107 -13.27644 20.70613 0.0875
H -8.96373 -14.59827 20.63980 0.0735
H -9.43483 -12.82569 20.40284 0.0902
H -6.08184 -14.13339 17.36232 0.1065
C -1.25469 -13.98411 19.36177 -0.0253
C -0.83464 -14.45330 17.88920 -0.4220
C -0.54641 -15.98419 18.01969 -0.1204
C -0.56141 -16.71083 16.66340 -0.2067
C -1.79378 -16.52410 15.84376 -0.1506
C -2.09119 -15.00550 15.58744 -0.4166
N -1.99239 -14.28848 16.92541 -0.1067
O -2.40338 -12.98299 16.76976 -0.0296
C -1.05529 -14.45578 14.48919 -0.0085
C -3.53481 -14.81416 15.03549 -0.0239
C 0.46478 -13.77387 17.46184 -0.0331
H -1.97247 -14.60801 19.89435 0.0680
H -1.70657 -12.99430 19.42635 0.0710
H -0.46507 -14.19075 20.08420 0.0694
H 0.42387 -16.31614 18.38913 0.1116
H -1.19534 -16.56955 18.67111 0.1121
H -0.41202 -17.78265 16.79376 0.0858
H 0.29014 -16.43655 16.04071 0.1026
H -2.69810 -17.00184 16.22068 0.1115
H -1.64440 -17.07949 14.91784 0.0913
H -1.46953 -13.47705 14.24714 0.0658
H -0.04345 -14.34068 14.87782 0.0421
H -1.19699 -15.16476 13.67349 0.0827
H -3.82791 -13.76482 15.06863 0.0725
H -3.46072 -14.97403 13.95982 0.0771
H -4.34228 -15.44878 15.40064 0.0673
H 0.26816 -12.70711 17.35483 0.0728
H 0.94146 -14.21774 16.58785 0.0637
H 1.17124 -13.81863 18.29071 0.0850
H -1.76657 -12.59843 16.16298 0.0768
C 5.32933 -16.21950 7.16098 -0.0245
C 4.03030 -15.65764 8.02515 -0.4217
C 4.13732 -14.11487 7.92614 -0.1309
C 2.84583 -13.16443 8.09274 -0.1028
C 1.66055 -13.98985 7.40499 -0.1194
C 1.51011 -15.48818 7.76140 -0.5218
N 2.73473 -16.20740 7.56782 -0.1242
O 2.57777 -17.57621 7.37255 0.0084
C 1.02284 -15.62431 9.22013 -0.0160
C 0.46574 -16.00916 6.81783 -0.0558
C 4.38413 -15.94418 9.51054 -0.0525
H 6.26205 -15.68730 7.34779 0.0771
H 5.19898 -16.30181 6.08193 0.0673
H 5.46252 -17.25936 7.45942 0.0620
H 4.82413 -13.63152 8.62096 0.1114
H 4.59530 -14.05280 6.93897 0.0958
H 3.07855 -12.26335 7.52530 0.1029
H 2.65946 -13.02332 9.15738 0.0607
H 1.74691 -13.87974 6.32401 0.1149
H 0.78826 -13.38900 7.66227 0.1041
H 0.03389 -15.18723 9.35807 0.0832
H 0.86508 -16.63934 9.58476 0.0755
H 1.64100 -15.05522 9.91448 0.0543
H -0.01327 -16.92502 7.16403 0.0854
H -0.32949 -15.32399 6.52415 0.0853
H 0.77449 -16.19277 5.78873 0.0878
H 3.64088 -15.55945 10.20887 0.0547
H 5.34402 -15.75182 9.98980 0.0853
H 4.15943 -17.00966 9.55915 0.0708
H 3.06885 -17.74172 6.56444 0.1005
C -2.79556 -11.51824 9.20003 -0.0471
C -2.99403 -10.14432 9.90068 -0.4389
C -2.88254 -8.99758 8.69569 -0.0733
C -3.40065 -7.65287 9.18259 -0.2213
C -4.73526 -7.62989 9.89815 -0.1466
C -4.95069 -8.84462 10.88734 -0.5065
N -4.38732 -10.10544 10.41510 -0.0657
O -4.68187 -11.31375 11.22475 -0.0332
C -4.39059 -8.33506 12.21493 -0.0450
C -6.46581 -8.99429 10.98730 -0.0395
C -1.94203 -9.97492 10.97755 -0.0595
H -3.55375 -11.82546 8.47971 0.0852
H -2.92497 -12.40376 9.82228 0.0728
H -1.78532 -11.66646 8.81852 0.0737
H -1.85710 -8.94523 8.32983 0.1126
H -3.62760 -9.31762 7.96730 0.1110
H -3.63402 -6.87450 8.45611 0.1103
H -2.70848 -7.24219 9.91767 0.0965
H -5.38511 -7.68737 9.02495 0.1112
H -4.89798 -6.67084 10.38991 0.1246
H -5.05523 -7.67063 12.76709 0.0836
H -3.99187 -9.06054 12.92402 0.0782
H -3.42588 -7.85555 12.04904 0.0615
H -6.76284 -9.81669 11.63810 0.0672
H -6.84787 -8.02654 11.31224 0.0838
H -6.78109 -9.20234 9.96484 0.0865
H -1.54164 -9.01859 11.31400 0.0768
H -1.03251 -10.33221 10.49465 0.0648
H -2.10953 -10.64308 11.82230 0.0869
H -5.04674 -11.91826 10.57434 0.0269
```